No. 1
Molecular formula: C22H24N2O4
Method: DFT, ωB97M-V/def2-TZVPD

Output
* frontier orbital gap: 0.2989 hartree
* ΔE to the lowest compared entry with this formula, charge and spin: 39.5 kcal/mol
* SMILES string: COc1ccc2[nH]c(=O)c(CN(C(=O)COc3ccccc3)C(C)C)cc2c1
* electronic energy: -34374.35013 eV
* HOMO: -0.296 Ha
* 2S+1: 1

The geometry in XYZ format:
```
52
Properties=species:S:1:pos:R:3:forces:R:3
C -1.08809 3.13104 5.35006 0.01 0.15 0.09
O -1.19023 1.91767 4.64446 -0.02 -0.23 -0.05
C -1.16468 1.94592 3.28409 0.00 -0.17 -0.22
C -1.04750 3.10894 2.51437 0.00 -0.06 0.23
C -1.03200 3.03557 1.13792 -0.06 -0.20 -0.12
C -1.12988 1.80569 0.49326 -0.16 -0.15 0.68
N -1.11166 1.70873 -0.87259 0.00 0.19 -0.34
C -1.14800 0.54159 -1.59023 -0.13 0.31 0.20
O -1.07479 0.56249 -2.80964 0.03 -0.08 -0.33
C -1.27796 -0.67672 -0.78994 -0.25 -0.13 0.38
C -1.33727 -1.96780 -1.56614 -0.03 0.31 -0.31
N -0.35972 -2.96271 -1.16359 -0.30 -0.13 0.24
C 0.94441 -2.88970 -1.51561 0.16 0.52 -0.26
O 1.72023 -3.81874 -1.41059 0.30 -0.19 0.01
C 1.44515 -1.52938 -2.01542 0.21 -0.16 -0.28
O 1.51712 -0.70232 -0.86828 0.13 0.03 0.10
C 1.86021 0.60602 -1.01170 0.18 0.31 0.14
C 2.09990 1.24456 -2.22261 -0.05 -0.37 -0.04
C 2.39340 2.59819 -2.23715 0.00 0.10 0.03
C 2.46183 3.32270 -1.06142 0.00 0.17 -0.06
C 2.24422 2.68047 0.14803 0.02 -0.06 0.02
C 1.94746 1.33438 0.17652 0.08 -0.23 -0.11
C -0.85368 -4.16737 -0.48611 0.19 -0.42 0.09
C -0.86375 -5.36114 -1.44020 -0.08 0.14 0.12
C -0.04674 -4.46814 0.77508 -0.11 0.01 -0.12
C -1.32594 -0.61589 0.55719 -0.09 -0.06 -0.64
C -1.24619 0.62744 1.25641 0.05 0.60 0.03
C -1.26361 0.71778 2.64736 0.05 0.30 0.08
H -0.13971 3.63803 5.14537 -0.03 0.00 0.00
H -1.12944 2.86089 6.40395 0.01 0.08 -0.06
H -1.91993 3.80386 5.11785 0.04 -0.01 0.00
H -0.96607 4.07536 2.98519 0.00 0.08 0.06
H -0.93500 3.93695 0.55127 0.02 0.11 -0.06
H -0.98311 2.55545 -1.41412 0.03 -0.19 -0.02
H -2.33094 -2.40897 -1.44567 0.15 0.00 -0.08
H -1.22003 -1.72265 -2.62746 -0.14 -0.06 0.20
H 2.44598 -1.68101 -2.43968 -0.20 -0.03 0.07
H 0.78781 -1.09719 -2.77761 0.02 0.03 0.07
H 2.04921 0.70462 -3.15415 -0.05 -0.07 -0.08
H 2.56979 3.08677 -3.18413 0.01 0.03 -0.08
H 2.69106 4.37748 -1.08460 0.03 0.09 -0.01
H 2.30423 3.23165 1.07497 0.00 0.04 0.09
H 1.77133 0.81908 1.10775 -0.03 -0.06 0.13
H -1.88429 -3.94787 -0.18466 0.15 0.04 -0.07
H -1.45354 -5.13489 -2.32610 -0.08 -0.02 -0.10
H 0.15217 -5.59453 -1.74348 0.04 -0.04 -0.02
H -1.29345 -6.22792 -0.94514 -0.08 -0.13 0.03
H 0.96133 -4.77243 0.51319 0.03 -0.04 0.05
H -0.52659 -5.26998 1.33067 -0.06 -0.07 0.09
H 0.01222 -3.58563 1.40817 0.00 0.07 0.12
H -1.40896 -1.52208 1.14014 0.01 -0.17 0.06
H -1.34946 -0.17334 3.24863 -0.01 -0.14 0.08
```
Forces are in eV/Å.

***

No. 2
Molecular formula: C22H24N4O3
Method: DFT, ωB97M-V/def2-TZVPD

Output
* frontier orbital gap: 0.3129 hartree
* ΔE to the lowest compared entry with this formula, charge and spin: 19.8 kcal/mol
* SMILES string: CCN(CC)C(=O)Cn1cc(C(=O)C(=O)NCc2ccccn2)c2ccccc21
* electronic energy: -35307.78493 eV
* HOMO: -0.309 Ha
* 2S+1: 1

The geometry in XYZ format:
```
53
Properties=species:S:1:pos:R:3:forces:R:3
C -4.66475 -1.55946 2.15590 0.28 0.03 0.00
C -3.25876 -1.41694 1.57018 -0.33 0.22 0.25
N -3.06445 -2.20926 0.37456 0.25 -0.18 0.09
C -2.67826 -3.60561 0.52720 -0.04 -0.31 -0.21
C -3.85444 -4.56713 0.38692 0.15 0.13 0.00
C -3.28885 -1.78214 -0.88391 -0.15 0.51 0.15
O -3.19990 -2.51222 -1.85104 0.02 -0.13 -0.38
C -3.65479 -0.30082 -1.07556 -0.25 -0.32 -0.42
N -2.56777 0.57301 -0.71601 0.11 0.03 -0.01
C -1.25927 0.28709 -0.86996 0.44 0.08 0.05
C -0.47950 1.34932 -0.44746 -0.39 -0.06 -0.01
C 0.95391 1.44117 -0.44626 0.03 0.20 0.07
O 1.58506 2.46110 -0.20070 -0.29 -0.28 -0.06
C 1.73365 0.15920 -0.76862 0.52 -0.01 -0.15
O 1.27140 -0.96580 -0.69657 -0.16 -0.09 0.06
N 2.99359 0.44742 -1.12905 0.16 0.31 -0.06
C 3.99841 -0.54774 -1.41068 -0.11 -0.26 -0.08
C 5.04263 -0.60723 -0.32459 -0.13 -0.01 0.11
C 4.67744 -0.77579 1.00801 0.14 0.00 -0.01
C 5.67397 -0.80761 1.96729 -0.03 0.00 -0.09
C 6.99445 -0.67450 1.56419 -0.03 0.00 -0.05
C 7.25145 -0.51409 0.21201 0.26 -0.03 0.35
N 6.30379 -0.47616 -0.70860 -0.10 0.02 -0.49
C -1.39758 2.37082 -0.01484 -0.21 -0.21 -0.09
C -1.23303 3.64869 0.50858 -0.02 0.05 0.02
C -2.36210 4.36944 0.83591 0.06 0.10 0.05
C -3.64045 3.84064 0.65264 -0.10 -0.02 0.01
C -3.82798 2.57445 0.13592 -0.13 -0.11 -0.03
C -2.69498 1.84447 -0.19576 0.31 0.62 0.23
H -4.79028 -0.85965 2.97803 -0.07 0.06 0.11
H -4.82832 -2.56469 2.53358 -0.07 -0.10 0.03
H -5.41992 -1.35011 1.40176 -0.10 0.03 -0.06
H -2.52305 -1.74266 2.31071 0.01 0.10 -0.11
H -3.05708 -0.36668 1.36081 0.06 -0.08 0.02
H -2.20016 -3.72162 1.50103 0.02 0.07 -0.05
H -1.94776 -3.82888 -0.25530 0.00 0.00 0.17
H -3.50044 -5.58968 0.48545 -0.01 -0.15 0.01
H -4.30523 -4.44925 -0.59437 -0.05 -0.03 -0.06
H -4.60976 -4.38557 1.14705 -0.08 -0.02 0.08
H -4.53622 -0.04314 -0.48409 0.10 0.02 0.01
H -3.90031 -0.17992 -2.13795 -0.02 -0.08 0.24
H -0.93860 -0.65466 -1.27101 0.03 -0.18 -0.03
H 3.27160 1.41839 -1.05152 -0.14 -0.10 0.03
H 3.47385 -1.50668 -1.48005 0.11 0.11 -0.08
H 4.49114 -0.32973 -2.36188 -0.04 -0.09 0.14
H 3.63686 -0.88148 1.27406 -0.12 0.00 0.03
H 5.42708 -0.93567 3.01145 -0.02 -0.01 0.06
H 7.80139 -0.69407 2.27994 0.08 0.01 0.04
H 8.26251 -0.40572 -0.15867 0.11 0.00 0.07
H -0.24234 4.05131 0.64421 0.07 0.05 0.01
H -2.26184 5.36526 1.24095 0.02 0.08 0.03
H -4.50124 4.43569 0.91891 -0.08 0.04 0.01
H -4.82254 2.17818 -0.00640 -0.10 -0.02 -0.02
```
Forces are in eV/Å.

***

No. 3
Molecular formula: C22H24N4O4S
Method: DFT, ωB97M-V/def2-TZVPD

Output
* frontier orbital gap: 0.2884 hartree
* ΔE to the lowest compared entry with this formula, charge and spin: 73.4 kcal/mol
* SMILES string: COc1ccc(C(=O)N/C(=C/c2cccs2)C(=O)NCCCn2ccnc2)cc1OC
* electronic energy: -48189.00170 eV
* HOMO: -0.284 Ha
* 2S+1: 1

The geometry in XYZ format:
```
55
Properties=species:S:1:pos:R:3:forces:R:3
C -0.06158 4.05042 -6.91106 -0.14 0.22 0.00
O 0.67741 2.85927 -6.79907 0.18 -0.37 0.18
C 0.68860 2.21202 -5.60706 0.09 -0.08 -0.06
C 0.03484 2.63420 -4.46055 -0.01 0.15 -0.32
C 0.09892 1.89710 -3.28740 0.16 -0.34 0.12
C 0.82747 0.71839 -3.24513 -0.01 0.32 -0.37
C 0.97679 -0.13854 -2.03958 -0.07 0.00 0.24
O 1.89237 -0.93396 -1.92164 0.04 -0.11 -0.02
N 0.01150 0.04414 -1.09345 -0.35 0.46 -0.13
C -0.18533 -0.61189 0.11641 0.55 -0.63 0.04
C 0.55631 -1.66508 0.52164 -0.04 0.62 -0.68
C 0.37442 -2.55983 1.62851 -0.45 -0.48 0.80
C 1.36068 -3.34442 2.17408 -0.22 0.42 -0.18
C 0.90365 -4.21057 3.18442 -0.22 -0.23 0.19
C -0.43413 -4.11461 3.39123 -0.15 0.16 -0.33
S -1.16800 -2.95066 2.36385 0.64 -0.42 -0.03
C -1.31134 0.05307 0.84708 0.16 0.15 0.23
O -2.17005 0.67424 0.24064 -0.15 0.03 -0.17
N -1.22535 0.02631 2.19012 0.09 0.10 0.13
C -2.27818 0.49779 3.05462 -0.23 0.26 0.06
C -1.80736 1.61954 3.98441 0.13 -0.34 -0.06
C -0.57144 1.22990 4.80836 -0.15 0.61 -0.21
N -0.71100 -0.06035 5.42765 0.04 -0.26 0.18
C -1.65664 -0.42905 6.34359 -0.24 -0.03 0.18
C -1.43471 -1.74994 6.60580 -0.13 0.22 0.04
N -0.38030 -2.19659 5.87636 0.29 -0.46 0.00
C 0.02672 -1.16984 5.18432 0.16 -0.05 -0.03
C 1.50726 0.29708 -4.39254 0.02 -0.01 -0.08
C 1.44708 1.01675 -5.56787 -0.06 0.12 -0.06
O 2.06709 0.67722 -6.72781 -0.26 0.32 0.13
C 2.84695 -0.49412 -6.74411 0.13 -0.21 0.01
H 0.06602 4.37787 -7.94152 -0.04 0.02 0.09
H -1.12584 3.88498 -6.71343 0.05 0.00 0.01
H 0.31742 4.82535 -6.23642 -0.02 -0.04 -0.02
H -0.53447 3.54988 -4.46589 -0.03 0.09 -0.06
H -0.40833 2.28349 -2.41617 -0.04 0.03 0.09
H -0.75023 0.68746 -1.29024 0.19 -0.18 -0.05
H 1.39690 -1.92283 -0.11114 -0.08 0.07 -0.03
H 2.38745 -3.28064 1.86001 0.18 0.02 -0.14
H 1.54157 -4.87900 3.73297 0.09 -0.12 0.13
H -1.04244 -4.64338 4.09591 -0.07 -0.11 0.22
H -0.49644 -0.52530 2.61365 0.00 0.01 -0.16
H -3.07864 0.86639 2.40947 0.05 -0.09 0.13
H -2.65930 -0.34307 3.64538 0.00 0.04 -0.05
H -1.55858 2.50392 3.39711 -0.04 0.06 0.01
H -2.63211 1.87486 4.65089 -0.02 0.06 0.03
H 0.31106 1.19561 4.16431 -0.05 0.00 0.10
H -0.40002 1.98871 5.58033 0.10 -0.11 -0.13
H -2.38154 0.26028 6.72434 -0.16 0.17 0.06
H -1.96177 -2.40353 7.27103 -0.17 -0.05 0.18
H 0.86374 -1.18169 4.51275 0.21 0.09 -0.23
H 2.07895 -0.61384 -4.31706 0.08 -0.07 -0.05
H 3.24954 -0.56316 -7.75336 -0.01 -0.04 0.09
H 2.24293 -1.38219 -6.53233 0.03 0.04 0.01
H 3.67147 -0.43817 -6.02645 -0.04 -0.01 -0.02
```
Forces are in eV/Å.